# 1
{"formula": "C16H25BClF6N2O9P", "method": "ωB97M-V/def2-TZVPD", "e_tot_ev": -77202.2733, "spin_multiplicity": 1, "smiles": "CP(O)[C@@]1(B(N)O)C(=O)O[C@H](CN)[C@H]1CC(=O)Cl.CCOC(=O)C(F)(F)F.CCOC(=O)C(F)(F)F", "gap_ev": 9.40, "homo_energy_ev": -9.0848, "charge": 0, "symbols": ["Cl", "P", "F", "F", "F", "F", "F", "F", "O", "O", "O", "O", "O", "O", "O", "O", "O", "N", "N", "C", "C", "C", "C", "C", "C", "C", "C", "C", "C", "C", "C", "C", "C", "C", "C", "B", "H", "H", "H", "H", "H", "H", "H", "H", "H", "H", "H", "H", "H", "H", "H", "H", "H", "H", "H", "H", "H", "H", "H", "H", "H"], "coordinates": [[3.91826, -1.24109, -1.25423], [0.42754, 2.34986, 0.99790], [-1.53557, -3.90256, -4.91194], [-2.30656, -0.32103, 4.09557], [-1.18312, -0.11469, 5.93814], [-3.21698, -0.86669, 5.97975], [-0.56558, -2.03290, -5.42445], [-0.85862, -3.54773, -6.93857], [-3.28772, 1.67842, 6.76996], [-0.93940, 0.96556, -1.56773], [1.32014, -4.80697, -6.00270], [-1.72432, -0.43317, -0.00542], [-2.88492, 2.22908, 4.61405], [4.90785, 1.05238, -1.87197], [0.41382, 3.36374, -0.30908], [1.20846, -3.54870, -4.12827], [2.36022, -0.22488, 1.63594], [0.22129, -1.24360, 2.19035], [1.65554, 0.33220, -4.18316], [-2.89908, 1.45649, 5.52857], [-0.84785, 0.28172, -0.38167], [3.93770, 0.54656, -1.42686], [0.47600, 0.61405, 0.23020], [2.69210, 1.27867, -0.97914], [0.42422, 0.21137, -3.41383], [0.79128, -3.99446, -5.30404], [-3.76023, 3.01714, 7.06186], [-1.32398, 2.48245, 1.54526], [-2.39611, -0.00032, 5.38395], [-5.20290, 3.18630, 6.64566], [2.45420, -4.11004, -3.64858], [3.64105, -3.41078, -4.26794], [-0.57015, -3.34667, -5.65865], [1.34777, 0.54461, -1.05380], [0.39207, 1.05329, -2.14998], [1.01680, -0.33202, 1.39677], [-3.63773, 3.11468, 8.13760], [-0.77414, -1.06253, 2.11294], [4.56397, -3.78356, -3.82394], [2.41865, -3.95596, -2.57191], [2.62486, -0.80687, 2.35737], [3.68275, -3.57541, -5.34370], [-1.55521, 3.55033, 1.50893], [2.42695, -0.16314, -3.75177], [-0.42772, 0.47960, -4.04278], [-5.31215, 3.09556, 5.56585], [-2.04994, 1.92930, 0.95184], [1.49801, -0.51577, -1.26938], [0.30668, -0.83945, -3.13373], [-3.10801, 3.73400, 6.56511], [3.58121, -2.33833, -4.08424], [-1.39277, 2.18341, 2.59325], [-0.43638, 3.37697, -0.76965], [0.56587, 2.10611, -2.38331], [-5.82929, 2.43419, 7.12497], [2.68111, 2.17131, -1.60946], [2.46101, -5.18042, -3.84974], [1.93460, 1.29722, -4.31818], [2.89177, 1.62508, 0.03874], [-5.55504, 4.17324, 6.94520], [0.33774, -2.21515, 1.91808]], "forces_ev_per_a": [[0.0, -0.2, 0.1], [0.1, 0.2, -0.1], [0.0, 0.0, 0.0], [0.0, 0.0, 0.0], [0.0, 0.0, 0.0], [0.0, 0.0, 0.0], [0.0, 0.0, 0.0], [0.0, 0.0, 0.0], [0.0, 0.0, 0.0], [0.2, -0.4, -0.3], [0.0, 0.1, 0.0], [-0.5, 0.0, 0.4], [0.0, 0.0, 0.1], [0.0, 0.0, 0.0], [-0.2, 0.0, 0.0], [-0.1, 0.0, -0.1], [0.0, -0.2, -0.2], [-0.3, 0.2, -0.6], [0.1, 0.0, 0.1], [0.0, -0.1, 0.0], [0.2, 0.2, -0.3], [-0.1, 0.2, 0.0], [-0.1, 0.0, 0.2], [0.0, 0.0, -0.3], [0.0, -0.1, -0.1], [-0.1, 0.0, 0.0], [0.0, 0.2, 0.1], [0.3, 0.0, 0.2], [0.0, 0.1, -0.1], [0.0, -0.1, 0.0], [0.1, -0.1, 0.1], [-0.1, 0.1, -0.1], [0.1, 0.0, 0.0], [0.1, 0.3, 0.3], [-0.3, 0.2, 0.1], [-0.1, -0.3, 0.1], [0.0, 0.0, 0.0], [0.0, -0.1, -0.1], [0.0, 0.0, 0.0], [0.0, 0.0, 0.0], [0.0, 0.1, 0.0], [0.0, -0.1, 0.0], [0.0, -0.1, 0.0], [0.0, 0.0, 0.0], [0.0, 0.0, 0.0], [0.0, 0.0, 0.0], [-0.1, 0.0, 0.0], [0.2, 0.0, 0.1], [-0.1, 0.0, -0.1], [0.0, 0.0, 0.0], [0.1, 0.0, 0.0], [-0.1, -0.1, -0.1], [0.0, -0.1, -0.1], [0.1, -0.1, 0.0], [0.0, 0.0, 0.0], [0.0, 0.0, 0.1], [0.0, 0.0, -0.1], [0.0, 0.0, 0.0], [0.1, -0.1, 0.0], [0.0, 0.0, 0.0], [0.3, 0.0, 0.4]]}

---

# 2
{"formula": "C2HNO3", "method": "ωB97M-V/def2-TZVPD", "e_above_lowest_kcal_mol": 51.3, "e_tot_ev": -9720.2056, "spin_multiplicity": 1, "smiles": "O=c1ocno1", "gap_ev": 11.17, "homo_energy_ev": -10.6747, "charge": 0, "symbols": ["O", "O", "O", "N", "C", "C", "H"], "coordinates": [[2.24639, -0.23857, 0.12647], [0.04310, -1.34863, -0.09858], [0.35813, 0.84473, -0.06300], [-1.19050, -0.81304, 0.12227], [-0.99327, 0.50024, 0.00958], [1.08778, -0.27736, -0.14680], [-1.55164, 1.33263, 0.05005]], "forces_ev_per_a": [[-0.7, -1.7, -1.5], [3.2, 0.3, -0.1], [-2.1, 0.0, -1.1], [0.2, 4.4, -1.2], [3.4, -5.1, 0.6], [-1.3, -0.1, 2.9], [-2.7, 2.2, 0.3]]}

---

# 3
{"formula": "C11H15P", "method": "ωB97M-V/def2-TZVPD", "e_above_lowest_kcal_mol": 42.0, "e_tot_ev": -20934.7309, "spin_multiplicity": 1, "smiles": "C=CP(C=C)[C@]1(C)C=CC=CC1", "gap_ev": 8.61, "homo_energy_ev": -7.8572, "charge": 0, "symbols": ["P", "C", "C", "C", "C", "C", "C", "C", "C", "C", "C", "C", "H", "H", "H", "H", "H", "H", "H", "H", "H", "H", "H", "H", "H", "H", "H"], "coordinates": [[0.24939, 0.24446, -1.43595], [-0.04936, -2.67852, 0.57890], [-1.00234, -1.15356, 2.06494], [-2.32004, 0.09685, -2.16880], [-0.29130, -0.02974, 1.42479], [1.01652, 2.78322, -1.69357], [-1.46391, -0.46922, -1.38495], [0.70981, -1.75660, -0.04022], [2.29521, 0.13820, 0.65701], [-0.96160, -2.42067, 1.66010], [0.82366, -0.36190, 0.27498], [-0.01829, 2.04286, -1.23108], [-1.26633, -3.19298, 2.38243], [2.43029, 0.08063, 1.67388], [-1.86967, 0.77345, -2.83692], [-0.91412, 2.47438, -0.89646], [0.30752, -3.65145, 0.33845], [0.97702, 3.87483, -1.83332], [-1.08066, 0.72828, 1.04568], [1.86088, 2.13157, -2.05984], [2.92466, -0.67822, 0.32300], [-1.60216, -0.98463, 2.96049], [0.20041, 0.47054, 2.25033], [2.70778, 1.08044, 0.32914], [-1.77849, -1.23880, -0.71621], [1.32339, -2.30873, -0.78457], [-3.39313, -0.14605, -2.05586]], "forces_ev_per_a": [[0.0, -0.4, 0.6], [1.0, 0.1, -0.4], [-1.1, -0.7, 0.5], [-2.1, -0.2, -0.2], [-0.1, 1.6, -1.3], [-0.6, -1.4, -0.2], [1.9, 0.1, 1.2], [1.0, -3.7, 0.3], [-1.3, -1.8, -2.1], [0.9, 0.2, 1.2], [-1.3, 2.8, 0.6], [2.0, 0.1, -1.0], [-0.3, 0.2, -0.9], [-0.1, 0.1, 2.7], [-0.6, 1.2, -1.2], [-1.2, 0.5, 0.5], [-0.7, -1.1, -0.2], [0.3, -0.6, 0.4], [1.3, -1.0, 0.4], [-0.6, 1.4, 0.1], [0.5, 0.1, -0.5], [0.3, 0.5, -0.1], [0.3, 0.4, 0.1], [-0.5, 0.3, -0.5], [0.1, -0.3, 0.6], [0.2, 1.3, 0.3], [0.7, 0.4, -0.8]]}

---

# 4
{"formula": "C33H23Cl3N8O3SY", "method": "ωB97M-V/def2-TZVPD", "e_above_lowest_kcal_mol": 1.9, "e_tot_ev": -102095.8764, "spin_multiplicity": 1, "gap_ev": 6.71, "homo_energy_ev": -10.0551, "charge": 1, "symbols": ["Y", "Cl", "Cl", "Cl", "S", "O", "O", "O", "N", "N", "N", "N", "N", "N", "N", "N", "C", "C", "C", "C", "C", "C", "C", "C", "C", "C", "C", "C", "C", "C", "C", "C", "C", "C", "C", "C", "C", "C", "C", "C", "C", "C", "C", "C", "C", "C", "C", "C", "C", "H", "H", "H", "H", "H", "H", "H", "H", "H", "H", "H", "H", "H", "H", "H", "H", "H", "H", "H", "H", "H", "H", "H"], "coordinates": [[-0.79065, 0.29625, 0.94032], [-4.80502, -2.98175, 2.63586], [-5.82747, -0.30280, 2.04972], [-4.09773, -1.65849, 0.13676], [-1.10486, 3.70640, 1.93911], [-1.63934, 0.92733, -0.90685], [1.27204, 0.35807, 0.52233], [-0.25012, -5.33647, -4.71418], [-2.63405, 1.37388, -0.15320], [4.16320, -4.41093, -0.12843], [-2.29798, -0.41526, 2.86491], [-0.49275, 2.23628, 2.16257], [-3.17715, 2.99260, -3.14137], [-5.31330, 3.17051, 0.80820], [-0.03586, -2.02016, 0.80283], [3.88683, -5.25425, -0.99057], [-0.02832, -4.41383, 0.86153], [-0.50366, 6.22308, 4.98286], [0.52375, 4.19769, -1.76062], [3.38500, -3.18273, 0.01351], [-4.50069, -1.43142, 1.85158], [-0.92975, -6.55408, -4.97654], [1.63357, 5.92012, 3.90318], [-0.66009, -3.16854, 0.96971], [-3.43738, 2.22820, -0.69120], [2.40337, -4.02107, -2.66088], [1.30308, -4.44445, 0.55216], [-0.52111, 4.36874, 0.37846], [1.30291, -2.03019, 0.49768], [-1.09215, 5.37176, 4.05595], [0.74981, -5.35826, -3.80405], [0.16382, 3.60906, -0.55054], [-3.28582, -0.85063, 2.47147], [4.03129, -1.98319, -0.04531], [-4.48329, 2.74521, 0.13874], [1.97293, -0.76786, 0.35918], [2.23189, -6.38062, -2.23162], [3.32488, -0.77149, 0.11289], [-0.86944, 5.69228, 0.11276], [1.38176, -4.13069, -3.57894], [1.05779, 5.07826, 2.97050], [-3.29384, 2.65215, -2.05176], [-0.30365, 4.81191, 3.06218], [1.18102, -6.49639, -3.13198], [0.85320, 6.49131, 4.90457], [2.00873, -3.23998, 0.34660], [-0.50831, 6.26095, -1.09349], [2.81612, -5.15201, -1.95480], [0.19498, 5.51264, -2.03180], [2.61471, -7.25737, -1.72619], [-0.25698, -7.29042, -5.42166], [1.05352, 3.60732, -2.49574], [1.05550, -3.27275, -4.15092], [1.31230, 7.15555, 5.62441], [3.84119, 0.17552, 0.03688], [1.82903, -5.38684, 0.47607], [2.68990, 6.14487, 3.85007], [-0.77759, 7.28714, -1.30289], [-1.37235, -6.96254, -4.06480], [-1.71688, -6.31152, -5.68410], [0.49843, 2.29246, 2.40067], [0.40887, 2.56220, -0.41360], [1.65501, 4.65334, 2.17215], [0.47333, 5.95779, -2.97703], [-0.59481, -5.31823, 1.02656], [-1.71658, -3.11699, 1.21158], [-1.41405, 6.27675, 0.84478], [5.09544, -1.95875, -0.23970], [-2.15031, 5.14890, 4.10494], [0.74076, -7.46502, -3.31431], [-1.10513, 6.67289, 5.76042], [2.87853, -3.06144, -2.52759]], "forces_ev_per_a": [[0.2, -0.1, 0.8], [-0.1, 0.1, -0.1], [0.0, -0.1, 0.0], [0.0, 0.0, 0.0], [-0.2, -0.2, -0.2], [-0.5, 0.1, -0.5], [-0.1, -0.3, 0.0], [0.0, 0.0, 0.1], [0.1, 0.4, -0.3], [-0.3, 0.6, -0.3], [-0.1, -0.2, -0.2], [0.3, 0.1, 0.0], [0.0, 0.0, 0.0], [0.0, 0.0, 0.0], [0.1, 0.2, 0.1], [0.0, 0.0, 0.0], [0.0, 0.1, 0.0], [0.0, 0.0, 0.0], [0.0, -0.1, 0.0], [0.3, -0.7, 0.0], [0.2, 0.1, 0.3], [0.0, 0.0, 0.0], [0.0, 0.0, 0.0], [0.0, -0.1, 0.0], [0.1, -0.3, 0.2], [-0.1, 0.0, -0.1], [0.0, 0.0, 0.1], [0.0, 0.2, 0.0], [0.1, 0.0, 0.0], [0.0, 0.0, 0.1], [0.0, 0.1, -0.1], [0.0, -0.1, -0.2], [-0.2, -0.1, -0.1], [-0.1, 0.2, 0.0], [-0.1, 0.1, 0.0], [0.0, 0.0, 0.1], [-0.1, 0.1, -0.1], [-0.1, -0.2, -0.1], [0.0, 0.0, 0.0], [0.0, 0.0, 0.0], [0.0, 0.0, -0.1], [0.0, 0.0, -0.1], [0.0, 0.0, 0.2], [0.1, 0.1, 0.1], [0.0, 0.0, 0.0], [0.0, 0.1, 0.0], [0.0, 0.0, 0.0], [0.3, -0.2, 0.2], [0.0, 0.0, 0.0], [0.0, 0.0, 0.0], [0.0, 0.0, 0.0], [0.0, 0.0, 0.0], [0.0, 0.0, 0.0], [0.0, 0.0, 0.0], [0.0, 0.0, 0.0], [-0.1, 0.0, 0.0], [0.0, 0.0, 0.0], [0.0, 0.0, 0.0], [0.0, 0.0, 0.0], [0.0, 0.0, 0.0], [0.0, 0.1, -0.1], [0.1, 0.1, 0.3], [0.0, 0.0, 0.0], [0.0, 0.0, 0.0], [0.0, 0.0, 0.0], [0.0, 0.0, 0.0], [0.0, 0.0, 0.0], [0.0, -0.1, 0.0], [0.0, 0.0, 0.0], [0.0, 0.0, 0.0], [0.0, 0.0, 0.0], [0.1, 0.0, 0.1]]}